A cluster of 7 separate species, C20H33Br2N3O7 in total. Source: the OMol25 dataset; level of theory: ωB97M-V with the def2-TZVPD basis set.

Atoms and positions in Å:
Br: 1.84182 -2.65830 -5.12313
Br: -0.73006 0.24136 -2.46787
O: 0.54780 3.88841 0.28314
O: -0.23288 -0.53869 1.49611
O: 1.63257 -1.41547 0.85722
O: 4.02693 0.54746 -1.40098
O: 3.49118 2.18664 1.81978
O: -5.48773 0.32791 -2.89632
O: -6.13291 -1.30367 -1.58780
N: 1.26600 1.32164 -0.31961
N: -5.45201 -0.31430 -1.86029
N: 0.49315 -1.50939 1.37966
C: -3.62698 1.09520 -1.03337
C: 0.03163 4.63203 -0.74226
C: -0.91330 -5.25009 3.03401
C: -2.90920 0.83934 1.29678
C: -4.62493 -0.44441 0.52848
C: -3.88184 -0.00314 1.58201
C: 0.15781 -0.49584 -4.16825
C: 4.87606 -1.22117 -2.86970
C: 0.00474 -2.77184 1.97977
C: -1.09223 5.61873 -0.23447
C: 0.27178 -5.18897 2.41718
C: -1.66990 -4.08894 3.17828
C: 0.74195 -4.00152 1.89027
C: 1.85717 1.63579 3.66732
C: -4.56334 0.12460 -0.76180
C: 3.70661 -0.32390 -2.44578
C: -1.28181 -2.90885 2.54032
C: 3.27278 1.77523 3.14867
C: -2.74481 1.48124 0.01107
C: 0.47169 -2.03820 -3.80051
H: 2.96855 -0.92218 -1.91152
H: 3.23779 0.07842 -3.34380
H: 1.81118 1.00658 4.55618
H: -5.34809 -1.23670 0.65386
H: 5.49191 -0.56575 -3.48554
H: -1.22100 -6.22553 3.38078
H: -3.92890 -0.54647 2.51420
H: 0.93901 -2.04206 -2.81577
H: -1.86538 2.09742 -0.10433
H: 1.59222 1.24931 0.63352
H: 2.09149 0.95110 -0.76835
H: 1.25251 1.31305 2.81978
H: -2.29293 1.31003 2.04849
H: -3.56353 1.45266 -2.05052
H: 0.84182 5.24942 -1.13024
H: -0.31472 -2.79027 -3.86406
H: -0.71672 6.23151 0.58503
H: 0.94507 -6.00469 2.19880
H: -1.41215 6.31332 -1.01120
H: 1.11063 0.02940 -4.23415
H: 3.89759 2.51092 3.65511
H: 1.24748 2.30090 -0.56617
H: -0.54444 -0.18460 -4.94161
H: 4.61325 -2.08645 -3.47824
H: 5.43402 -1.50007 -1.97584
H: -0.36722 4.05472 -1.57636
H: -2.58377 -4.23657 3.73456
H: -1.95721 5.01728 0.04514
H: 0.45393 0.73813 -0.46161
H: 1.33533 2.49300 4.09273
H: 3.72389 0.79066 3.27198
H: -1.97577 -2.08438 2.61156
H: 1.75629 -4.00122 1.51945

2S+1 = 2
Orbital gap (alpha / beta) = 0.1421 / 0.1412 Eh
HOMO energy (alpha / beta) = -3.251 / -3.226 eV
<S²> = 0.75
Charge = -1

=====

A structure of composition C20H33Cl5N6OPd. Source: the OMol25 dataset; level of theory: ωB97M-V with the def2-TZVPD basis set.

Atoms and positions in Å:
Pd: 0.75773 -0.15799 0.25712
Cl: 5.26419 1.60671 -2.38901
Cl: 3.83403 -2.83799 0.38249
Cl: 2.21356 2.25275 -2.54894
Cl: 6.05752 -1.32868 -3.27928
Cl: 3.50817 -3.38358 -3.62441
O: -0.55970 -3.06562 1.38760
N: 1.34369 -2.02133 0.74517
N: -1.68715 0.15344 4.48781
N: 0.22927 1.78410 -0.17760
N: 0.48469 -3.77384 -0.52361
N: -1.16220 1.96175 -2.06082
N: -0.47718 0.00114 2.25958
C: -0.53364 -4.75718 -0.86169
C: -0.43692 3.98298 -0.92858
C: 2.49546 -1.58489 -1.93011
C: -0.44025 -0.65944 4.66292
C: -2.14512 -0.32507 -1.77222
C: -1.10382 0.54696 -2.44803
C: -1.88357 -0.42469 2.11032
C: -1.32642 1.53331 4.02880
C: -1.19281 3.20503 -4.22221
C: -0.44941 2.48220 -1.06562
C: 4.45274 -0.87173 -2.91401
C: 0.19516 -0.84585 3.26965
C: 2.11705 -0.09136 -1.14510
C: -2.58427 -0.50095 3.48065
C: 4.11372 0.35298 -2.50877
C: 3.44867 -1.84912 -2.80561
C: 2.77052 0.67423 -2.05000
C: -0.46801 1.39461 2.75229
C: -1.95752 2.80180 -2.97142
C: 0.34366 -2.95577 0.55195
H: -0.06149 -5.61628 -1.33285
H: -1.89429 -1.40957 1.63829
H: 0.29725 4.28871 -0.18711
H: -2.05542 -1.35361 -2.12987
H: -0.09857 0.16973 -2.26407
H: 0.19829 -0.11976 5.36009
H: -0.82808 2.33304 -4.76517
H: 1.24613 -0.56637 3.29444
H: 5.05140 -3.33103 0.45732
H: 3.52136 -3.12410 1.61217
H: -2.74502 -1.52617 3.80857
H: -0.79148 2.02378 4.83952
H: -1.02496 -5.07689 0.05168
H: -1.28600 -4.34951 -1.53962
H: -2.32488 3.67496 -2.43777
H: -2.83750 2.21529 -3.23891
H: -2.00396 -0.33103 -0.69856
H: -2.17554 0.21268 5.38044
H: 0.80355 2.42063 0.35835
H: -0.72813 -1.60831 5.11106
H: -0.86176 2.03957 1.97500
H: 1.06367 -3.40934 -1.26457
H: 0.11120 -1.88061 2.93546
H: -1.24900 0.51828 -3.52756
H: -1.84658 3.76467 -4.89024
H: -3.53452 0.02927 3.49454
H: 0.56503 1.68094 2.94796
H: -2.25792 2.06750 3.85049
H: -0.18867 4.46505 -1.87226
H: -2.37951 0.29535 1.46657
H: -3.15767 0.01967 -1.98608
H: -0.33461 3.83391 -3.98453
H: -1.41418 4.35064 -0.61205

2S+1 = 3
Orbital gap (alpha / beta) = 0.2885 / 0.2428 Eh
HOMO energy (alpha / beta) = -13.349 / -13.215 eV
<S²> = 2.02
Charge = +2
Energy above the lowest of the compared OMol25 structures with the same formula, charge and spin = 846.2 kJ/mol

=====

A cluster of 2 separate species, C20H33F3O5S in total. Source: the OMol25 dataset; level of theory: ωB97M-V with the def2-TZVPD basis set.

Atoms and positions in Å:
S: 0.43473 2.77541 -0.26219
F: 1.93915 -4.77216 -0.54035
F: 2.13390 -6.36911 0.90561
F: 2.87359 -4.39039 1.37713
O: 4.75064 -6.68163 0.01962
O: 1.79510 2.39101 0.34341
O: 0.78192 3.57316 -1.52960
O: 4.60415 -4.65344 -0.97873
O: -0.33653 3.72629 0.88724
C: -4.45981 1.91234 -3.20145
C: 0.35886 -2.19585 -0.23388
C: -1.02631 2.92876 1.90870
C: -0.51242 2.52562 4.56167
C: -1.41119 1.73573 -2.17694
C: -4.16387 2.28002 3.42627
C: -1.52389 0.87265 0.37942
C: -0.83454 1.33420 1.77883
C: -2.32780 3.04519 -1.96144
C: 5.82111 -5.71507 -2.79285
C: -1.90334 2.05170 5.23848
C: -0.65139 3.56540 3.34137
C: -0.15703 -1.30577 -1.51411
C: 4.14131 -5.66163 -0.20036
C: -3.34727 3.11156 -3.25084
C: -0.55568 1.30471 -0.84117
C: 2.77698 -5.30369 0.38152
C: -3.21580 2.30491 4.35568
C: 5.90698 -4.84717 -1.55216
C: 0.48413 0.16883 -1.32512
H: 5.10754 -5.29459 -3.50692
H: -1.46538 4.36006 3.59684
H: -3.00067 3.02538 -1.02916
H: -3.87166 4.13931 -3.29640
H: -2.69486 2.93899 -4.19307
H: 5.47019 -6.72068 -2.54753
H: -2.02994 0.79376 -2.48576
H: 0.48687 -1.45709 0.66237
H: 0.14662 1.59355 4.32669
H: -1.77251 -0.24762 0.43067
H: 6.79795 -5.79833 -3.27456
H: -0.34858 -3.06383 0.02071
H: 6.28416 -3.85738 -1.82276
H: -4.24981 1.19483 -4.09541
H: -1.31929 -1.22836 -1.42185
H: 0.90302 0.48286 -2.36977
H: 1.41223 0.04583 -0.64672
H: -2.16653 3.13081 1.74931
H: 1.42867 -2.53824 -0.50068
H: -4.84100 2.38331 2.48961
H: -1.47245 0.83307 2.62039
H: 0.23818 0.95113 1.93083
H: -5.54846 2.31154 -3.21317
H: 0.07626 3.08811 5.40075
H: -0.71022 1.96168 -3.08226
H: 0.34609 4.16375 3.26727
H: -2.54902 1.42903 0.33664
H: 6.59890 -5.26401 -0.81437
H: -2.05732 2.54495 6.28544
H: -1.73758 4.04401 -1.99124
H: -1.80001 0.91410 5.45730
H: 0.06413 -1.80328 -2.52632
H: -4.23430 1.28566 -2.24973

2S+1 = 1
Orbital gap = 0.3811 Eh
HOMO energy = -9.816 eV
Charge = 0
Energy above the lowest of the compared OMol25 structures with the same formula, charge and spin = 556.8 kJ/mol

=====

no.,maximum force (Eh/bohr),calculated total energy (Eh)
1,0.11453,-6620.45389
2,0.10857,-3613.68754
3,0.15553,-1855.56488